This record from OMol25 describes a single C16H30O4 molecule. The level of theory is ωB97M-V/def2-TZVPD.

The SMILES is CCCCOC(=O)CCCCCCC(=O)OCCCC. The calculation puts the HOMO energy at -10.1 eV. As for the charge: 0. The value obtained for the orbital gap is 0.40536 Ha. For the energy above the lowest of the compared OMol25 structures with the same formula, charge and spin, the calculation gives 0.0000 eV.

Cartesian coordinates (Å):
C  2.88  2.02  -3.97
C  1.45  1.60  -3.64
C  1.09  1.78  -2.16
C  1.78  0.77  -1.25
H  1.53  0.98  -0.21
H  2.86  0.78  -1.39
O  1.38  -0.57  -1.56
C  0.20  -0.99  -1.11
O  -0.58  -0.29  -0.51
C  -0.05  -2.43  -1.47
C  0.82  -3.40  -0.66
C  0.61  -3.29  0.85
C  1.55  -2.27  1.49
C  1.20  -1.92  2.93
C  -0.08  -1.09  3.05
C  0.02  0.26  2.38
O  1.04  0.78  1.99
O  -1.18  0.83  2.31
C  -1.25  2.10  1.66
C  -2.68  2.63  1.75
C  -3.60  2.08  0.65
C  -3.72  0.56  0.70
H  -4.05  0.23  1.68
H  -4.45  0.22  -0.04
H  -2.77  0.09  0.47
H  -3.21  2.38  -0.32
H  -4.58  2.53  0.77
H  -2.65  3.72  1.67
H  -3.08  2.36  2.73
H  -0.94  1.97  0.62
H  -0.55  2.79  2.15
H  -0.30  -0.91  4.11
H  -0.94  -1.61  2.63
H  1.09  -2.83  3.52
H  2.02  -1.34  3.36
H  1.56  -1.34  0.91
H  2.57  -2.67  1.46
H  0.78  -4.26  1.32
H  -0.43  -3.01  1.04
H  0.57  -4.42  -0.99
H  1.87  -3.22  -0.90
H  0.15  -2.56  -2.53
H  -1.11  -2.64  -1.28
H  1.39  2.78  -1.83
H  0.01  1.69  -2.04
H  0.76  2.20  -4.24
H  1.30  0.55  -3.91
H  3.04  3.06  -3.69
H  3.06  1.92  -5.04
H  3.60  1.40  -3.44

***

This record from OMol25 describes a single C15H18N4S molecule in a non-equilibrium geometry. The level of theory is ωB97M-V/def2-TZVPD.

The SMILES is CCCCSc1nnc(-c2c[nH]c3ccccc23)n1C. The calculation puts the HOMO energy at -8.0 eV. As for the charge: 0. The value obtained for the orbital gap is 0.31507 Ha. For the energy above the lowest of the compared OMol25 structures with the same formula, charge and spin, the calculation gives 2.8791 eV.

Cartesian coordinates (Å):
N  1.20  -1.16  2.32
N  1.98  -0.78  1.27
S  -1.45  -1.77  2.48
C  -0.03  -1.26  1.74
C  1.44  -0.95  0.06
C  2.02  -0.73  -1.27
C  2.13  -1.57  -2.35
C  4.23  2.34  -1.24
C  4.66  2.32  -2.60
C  3.40  1.42  -0.63
C  4.10  1.29  -3.38
C  2.91  0.38  -1.51
C  3.25  0.36  -2.89
N  2.77  -0.88  -3.36
N  0.08  -1.24  0.33
C  -0.92  -1.38  -0.69
C  -5.08  0.85  1.10
C  -2.23  -0.38  3.40
C  -3.91  -0.04  1.49
C  -3.71  -0.06  3.03
H  1.71  -2.57  -2.26
H  4.62  3.10  -0.51
H  5.25  2.95  -3.31
H  2.98  1.45  0.41
H  4.75  1.23  -4.33
H  2.97  -1.30  -4.25
H  -0.75  -2.20  -1.43
H  -1.86  -1.65  -0.24
H  -1.09  -0.40  -1.24
H  -5.30  0.96  0.02
H  -5.95  0.36  1.51
H  -4.97  1.83  1.51
H  -2.25  -0.62  4.46
H  -1.60  0.52  3.40
H  -3.03  0.48  0.98
H  -4.00  -0.96  0.97
H  -4.29  -0.84  3.53
H  -3.99  0.87  3.47

***

This record from OMol25 describes 2 unconnected molecules or ions with the total composition C4H10NO3 in a non-equilibrium geometry. The level of theory is ωB97M-V/def2-TZVPD.

The calculation puts the HOMO energy at -4.4 eV. As for the charge: -1. The value obtained for the orbital gap is 0.29666 Ha. For the energy above the lowest of the compared OMol25 structures with the same formula, charge and spin, the calculation gives 0.7436 eV.

Cartesian coordinates (Å):
O  -1.52  1.09  -2.64
C  -0.45  0.70  -2.12
O  0.71  1.11  -2.35
C  -0.57  -0.37  -1.01
C  -0.55  0.24  0.38
C  -1.05  -0.73  1.47
N  -0.41  -0.54  2.78
H  0.26  -1.08  -1.15
H  -1.43  -1.02  -1.22
H  -1.17  1.12  0.36
H  0.45  0.58  0.64
H  -2.13  -0.61  1.61
H  -0.82  -1.76  1.21
H  -0.22  0.42  3.00
H  0.43  -1.09  2.82
H  2.46  1.19  -1.71
H  2.79  -0.02  -0.85
O  3.20  0.77  -1.22

***

- Which value of HOMO does entry 3 give?
  -4.4 eV

***

- Which value of orbital gap does entry 2 give?
  0.31507 Ha

***

- Which of these has the highest orbital gap?
  C16H30O4

***

- Number 2 is which compound?
  C15H18N4S